a) The following is a quantum chemistry calculation of the ion C3H13N4 with charge +1, from the Open Molecules 2025 dataset.

CARTESIAN COORDINATES (ANGSTROEM)
C  1.3166  -0.5950  1.2035
C  0.5925  0.0241  0.1078
C  0.5439  -0.6527  -1.2479
N  0.8422  1.4260  -0.1196
N  -1.1237  -0.0772  0.6755
N  -1.6441  1.1361  0.1264
N  -1.6646  -1.2536  0.2739
H  0.9343  -1.7173  1.2232
H  2.4067  -0.4854  1.0236
H  1.2226  0.0045  2.1320
H  -0.2250  -0.1014  -1.7889
H  0.0532  -1.6686  -1.3058
H  1.4293  -0.6376  -1.7761
H  1.3238  1.7796  -0.9449
H  -0.2285  1.8142  -0.1238
H  1.4061  1.8491  0.6520
H  -2.2898  1.4731  0.9801
H  -1.9469  0.9631  -0.7878
H  -1.9269  -1.4118  -0.7010
H  -2.2255  -1.7743  0.9400

The LUMO energy is -3.09 eV. Its total charge is +1. The SMILES is CC(C)([NH3+])N(N)N. The HOMO-LUMO gap comes out at 10.1638 eV.

b) The following is a quantum chemistry calculation of a cluster of 2 separate species, C3H13N4 in total, from the Open Molecules 2025 dataset.

CARTESIAN COORDINATES (ANGSTROEM)
N  -0.3571  -4.0963  -0.2467
C  0.1928  -2.7816  -0.2291
N  0.2420  -2.1865  -1.4984
N  0.6730  -2.1617  0.8044
H  -0.7271  -4.3531  0.6657
H  -1.0509  -4.2201  -0.9856
H  -0.6083  -2.3384  -2.0402
H  0.3683  -1.1755  -1.3871
H  0.6133  -2.8254  1.6138
C  0.2969  1.2320  0.7693
C  -0.5135  2.2526  -0.0135
N  0.2236  3.5725  0.0594
H  -0.2408  0.2683  0.7608
H  1.2926  1.1363  0.2827
H  0.4444  1.5671  1.8044
H  -0.6335  2.0270  -1.0844
H  -1.4913  2.4448  0.4274
H  0.3446  3.8268  1.0316
H  -0.2383  4.3419  -0.3849
H  1.1693  3.4692  -0.3495

The LUMO energy is -3.74 eV. Its total charge is +1. The HOMO-LUMO gap comes out at 8.0882 eV.

c) The following is a quantum chemistry calculation of a cluster of 2 separate species, C3H13N4 in total, from the Open Molecules 2025 dataset.

CARTESIAN COORDINATES (ANGSTROEM)
C  -1.3666  1.4265  1.3925
C  -1.3644  -1.0730  -1.2834
C  1.8382  -0.6759  -0.2418
N  2.1159  0.8635  -0.2852
N  -1.6992  0.2340  0.5809
N  0.7580  -0.8518  0.6210
N  -0.9396  -0.0315  -0.3131
H  -2.0904  1.4621  2.0934
H  -0.4450  1.3199  1.9154
H  -1.2883  2.2862  0.7124
H  -1.8057  -0.4662  -2.0321
H  -0.4734  -1.6723  -1.5517
H  -2.2332  -1.6876  -0.9343
H  1.5062  -1.0244  -1.3153
H  2.7500  -1.1730  0.1731
H  2.8339  1.0974  -0.9387
H  2.1610  1.1258  0.6568
H  -2.2922  -0.4207  1.1596
H  0.7708  -1.8843  0.5202
H  1.1979  1.1177  -0.4716

The LUMO energy (alpha / beta) is -3.10 / -3.10 eV. Its total charge is +1. The HOMO-LUMO gap (alpha / beta) comes out at 8.5848 / 8.5830 eV.

Name the most stable of them. b).

a) The following is a quantum chemistry calculation of a structure of composition C5H5NO3S, from the Open Molecules 2025 dataset.

CARTESIAN COORDINATES (ANGSTROEM)
C  2.2857  0.4577  2.1371
C  1.7740  -0.4259  1.2284
C  0.7759  -0.3605  0.3542
C  -1.4187  1.0796  -1.2494
C  -1.3165  0.5356  0.1840
N  2.9500  1.2559  2.6679
O  0.3937  -1.2995  -0.5349
O  0.9589  -3.5449  -1.1666
O  -0.0342  0.6543  0.7558
S  1.5879  -2.3764  -0.6152
H  -0.8341  0.3888  -1.8973
H  -2.4530  0.8952  -1.5888
H  -1.4108  2.1884  -1.3933
H  -1.4399  -0.5871  0.1624
H  -1.8189  1.1389  0.9555

The LUMO energy (alpha / beta) is -1.54 / -1.83 eV. The HOMO-LUMO gap (alpha / beta) comes out at 8.0109 / 7.4487 eV.

b) The following is a quantum chemistry calculation of an isolated molecule of C5H5NO3S, from the Open Molecules 2025 dataset.

CARTESIAN COORDINATES (ANGSTROEM)
O  -2.9785  -1.3565  -1.3973
N  -2.3783  -1.0521  -0.3601
O  -1.8371  -2.0809  0.3937
C  -2.3584  0.1147  0.1189
C  -2.0091  1.3005  0.5891
S  -0.5162  2.1659  0.1820
C  0.3829  0.6271  -0.2905
C  1.6185  0.4007  0.0245
C  2.8492  0.3502  0.5032
O  3.2536  -0.3826  1.5840
H  -1.9493  -2.8312  -0.2112
H  -2.7151  1.8969  1.1564
H  -0.2987  0.1891  -0.8777
H  3.6516  0.8750  -0.1624
H  2.3559  -0.7936  1.8810

The LUMO energy is 0.26 eV. The SMILES is [O-][N+](O)=C=CSC=C=CO. The HOMO-LUMO gap comes out at 9.2330 eV.

Name the most stable of them. a).

a) The following is a quantum chemistry calculation of a cluster of 2 separate species, CH5S3 in total, from the Open Molecules 2025 dataset.

CARTESIAN COORDINATES (ANGSTROEM)
S  0.0423  0.5695  -2.5322
H  0.9301  -0.1467  -3.0896
C  -1.8215  0.3380  1.2425
S  -0.2692  -0.3883  1.7068
S  1.2263  -0.4196  0.4078
H  -1.4770  0.5132  0.2733
H  -1.9490  1.3492  1.7945
H  -2.8002  -0.1774  1.3560
H  0.2356  0.2470  -1.1077

The LUMO energy is 3.58 eV. Its total charge is -1. The HOMO-LUMO gap comes out at 6.0282 eV.

b) The following is a quantum chemistry calculation of a cluster of 2 separate species, CH5S3 in total, from the Open Molecules 2025 dataset.

CARTESIAN COORDINATES (ANGSTROEM)
S  -3.7677  -0.2287  -1.7539
H  -3.2383  0.9935  -1.6512
C  2.2950  0.0385  0.8444
S  0.9264  0.5722  -0.2172
S  -0.7253  -0.5505  0.2848
H  2.2406  0.3597  1.8784
H  3.1629  0.4622  0.3497
H  2.3603  -1.0401  0.8416
H  -3.2539  -0.6068  -0.5765

The LUMO energy is 3.43 eV. Its total charge is -1. The HOMO-LUMO gap comes out at 5.5986 eV.

Name the most stable of them. b).

a) The following is a quantum chemistry calculation of a cluster of 2 separate species, C2H3BrO2 in total, from the Open Molecules 2025 dataset.

CARTESIAN COORDINATES (ANGSTROEM)
C  -0.6380  0.1375  -0.2283
C  0.6202  0.6943  0.2890
O  -0.5150  -0.9895  -0.8315
O  -0.7281  -2.7017  -1.4907
Br  0.5063  0.6628  2.2290
H  -1.5070  0.6405  0.1087
H  0.9625  1.7413  -0.0132
H  1.2990  -0.1852  -0.0629

The LUMO energy is -1.61 eV. The HOMO-LUMO gap comes out at 8.8959 eV.

b) The following is a quantum chemistry calculation of a cluster of 2 separate species, C2H3BrO2 in total, from the Open Molecules 2025 dataset.

CARTESIAN COORDINATES (ANGSTROEM)
C  0.6931  0.3614  -0.3865
C  0.1877  -0.7414  0.4051
O  0.1306  1.6002  -0.2092
O  1.4216  1.3416  0.2671
Br  -3.4443  -0.4119  -0.0773
H  1.0323  0.1293  -1.3972
H  -0.2915  -0.5298  1.3453
H  0.2703  -1.7495  0.0527

The LUMO energy (alpha / beta) is -1.23 / -3.63 eV. The HOMO-LUMO gap (alpha / beta) comes out at 9.2094 / 5.9368 eV.

c) The following is a quantum chemistry calculation of a cluster of 2 separate species, C2H3BrO2 in total, from the Open Molecules 2025 dataset.

CARTESIAN COORDINATES (ANGSTROEM)
C  -1.7773  0.6096  -0.1473
C  -0.8272  -0.2310  -0.0186
O  0.4831  -0.5457  0.0167
O  -0.5091  -1.5725  -0.1279
H  -1.5338  1.5808  0.0984
H  -2.7604  0.1829  -0.4081
Br  3.6296  0.5757  -0.0550
H  3.2951  -0.5996  0.6417

The LUMO energy is 0.80 eV. The SMILES is C=C1OO1.Br. The HOMO-LUMO gap comes out at 11.3134 eV.

d) The following is a quantum chemistry calculation of an isolated molecule of C2H3BrO2, from the Open Molecules 2025 dataset.

CARTESIAN COORDINATES (ANGSTROEM)
O  0.0183  1.7095  0.0835
C  0.4590  0.0753  -0.0306
Br  2.2532  -0.1336  0.1919
C  -0.6757  -0.7952  0.3721
O  -0.2802  -0.5110  -0.9907
H  0.5023  1.9453  -0.6891
H  -0.6768  -1.9803  0.5418
H  -1.6000  -0.3099  0.5212

The LUMO energy is 0.65 eV. The SMILES is O[C@@]1(Br)CO1. The HOMO-LUMO gap comes out at 11.4154 eV.

Name the most stable of them. d).